[1]
C46H60Cl2N2OP3S4Ti as an isolated structure in a non-equilibrium geometry, computed with wB97M-V/def2-TZVPD.

Element x y z (Å)
Ti  -0.5486  -0.7344  -0.8344
C  -1.5468  -1.9769  -4.0756
P  -1.0472  -2.6679  -2.4551
C  -0.0101  -4.0775  -2.9714
C  -2.6067  -3.5292  -1.9808
C  -3.7401  -2.5284  -1.7770
P  -3.2793  -0.9802  -0.8422
C  -4.5098  0.1169  -1.6506
C  -4.1192  -1.1992  0.7938
H  -2.0824  -2.7366  -4.6466
H  -0.6600  -1.6701  -4.6282
H  -2.1774  -1.0993  -3.9316
H  -0.6053  -4.7591  -3.5785
H  0.3825  -4.6037  -2.1017
H  0.8222  -3.7055  -3.5670
H  -2.4295  -4.1220  -1.0852
H  -2.8580  -4.2233  -2.7860
H  -4.5924  -2.9982  -1.2847
H  -4.0806  -2.1736  -2.7515
H  -5.4790  -0.3830  -1.6397
H  -4.2164  0.3272  -2.6785
H  -4.5874  1.0616  -1.1148
H  -4.8937  -0.4403  0.8945
H  -3.4079  -1.0843  1.6113
H  -4.5888  -2.1804  0.8542
C  2.4518  -2.2730  4.1527
C  1.6815  -1.4964  3.1040
S  2.6262  -0.4980  1.8937
C  3.9921  -1.5941  1.4273
C  3.6741  -2.6698  0.3817
S  1.9553  -3.2811  0.2749
C  1.9890  -4.8257  1.2653
C  1.8031  -4.7097  2.7767
S  3.1814  -3.8643  3.6185
H  1.7884  -2.4927  4.9904
H  3.2976  -1.7003  4.5355
H  1.0464  -0.7637  3.6012
H  1.0438  -2.1544  2.5236
H  4.3637  -2.0414  2.3398
H  4.7550  -0.9232  1.0349
H  4.3078  -3.5399  0.5534
H  3.8737  -2.2877  -0.6166
H  2.9373  -5.3142  1.0445
H  1.1823  -5.4318  0.8453
H  1.7889  -5.7192  3.1903
H  0.8765  -4.2041  3.0483
C  5.0556  -2.5703  -4.4746
C  4.1845  -3.3261  -3.7085
C  3.1746  -2.7049  -2.9853
C  3.0376  -1.3204  -3.0151
C  3.9369  -0.5622  -3.7729
C  4.9318  -1.1862  -4.5041
P  1.6710  -0.4604  -2.1547
C  2.5558  0.9312  -1.3262
C  3.9241  0.8487  -1.0647
C  4.5690  1.8468  -0.3479
C  3.8617  2.9418  0.1183
C  2.5037  3.0380  -0.1425
C  1.8497  2.0343  -0.8408
C  0.8248  0.3243  -3.5943
C  1.2666  0.2934  -4.8963
C  0.6147  1.0402  -5.8945
C  -0.4426  1.8426  -5.5783
C  -0.9525  1.8699  -4.2615
C  -2.0260  2.7137  -3.8946
C  -2.4766  2.7273  -2.6064
C  -1.9583  1.8146  -1.6664
C  -0.9509  0.9239  -1.9762
C  -0.3656  1.0340  -3.2731
H  5.8336  -3.0559  -5.0479
H  4.2885  -4.4026  -3.6735
H  2.5026  -3.2991  -2.3799
H  3.8557  0.5165  -3.7887
H  5.6073  -0.5923  -5.1050
H  4.4997  0.0054  -1.4182
H  5.6314  1.7640  -0.1588
H  4.3600  3.7127  0.6904
H  1.9519  3.9028  0.2023
H  0.7884  2.1209  -1.0184
H  2.1239  -0.2925  -5.1846
H  0.9900  1.0032  -6.9083
H  -0.9064  2.4681  -6.3310
H  -2.4716  3.3522  -4.6471
H  -3.2732  3.4002  -2.3128
H  -2.3734  1.8140  -0.6662
Cl  -1.7253  -2.5992  3.7339
C  -1.9702  -3.5279  2.2575
Cl  -1.2608  -2.7066  0.8257
H  -3.0351  -3.6321  2.0852
H  -1.4830  -4.4919  2.3507
C  -4.1412  4.3035  3.2996
C  -4.0112  2.8128  2.9948
C  -3.1673  2.5397  1.7506
N  -1.7639  2.8581  1.9779
C  -0.7394  2.0233  1.9385
S  -0.8812  0.3971  1.4328
N  0.4797  2.4427  2.3502
C  0.8475  3.6088  3.0977
O  1.9129  4.1095  2.8706
C  -0.0865  4.0639  4.1557
C  -0.1803  5.4289  4.4257
C  -0.9760  5.8745  5.4677
C  -1.6482  4.9622  6.2695
C  -1.5323  3.5998  6.0225
C  -0.7653  3.1489  4.9630
H  -4.8105  4.4562  4.1445
H  -4.5544  4.8357  2.4415
H  -3.1805  4.7534  3.5615
H  -5.0036  2.3924  2.8202
H  -3.5711  2.2910  3.8477
H  -3.5298  3.1579  0.9244
H  -3.2294  1.4918  1.4681
H  -1.5903  3.7820  2.3533
H  1.2741  1.9166  1.9930
H  0.3772  6.1280  3.8156
H  -1.0641  6.9346  5.6624
H  -2.2482  5.3109  7.0992
H  -2.0373  2.8886  6.6627
H  -0.6570  2.0848  4.7861

Atoms 1-6, force components in eV/Å:
Ti 0.04 0.16 1.23
C 0.05 -0.02 0.15
P -0.56 -0.56 -0.87
C 0.11 0.21 0.19
C 0.04 0.10 0.07
C 0.20 0.08 0.08

As for the total charge: +2. The value obtained for the LUMO energy (alpha / beta) is -0.200 / -0.189 Ha. For the molar mass, the calculation gives 996.96 g/mol. As for the energy above the lowest of the compared OMol25 structures with the same formula, charge and spin: 0.3340 eV. Its HOMO-LUMO gap (alpha / beta) is 6.843 / 7.323 eV. As for the multiplicity: 2.

[2]
C3H5CeO4 as an isolated structure in a non-equilibrium geometry, computed with wB97M-V/def2-TZVPD.

Element x y z (Å)
C  2.2449  -2.8180  0.8959
O  1.1652  -1.9282  0.7235
C  1.4760  -0.5111  0.8339
O  0.3714  0.1343  0.4013
Ce  -1.0356  -1.3439  -0.5582
H  1.8503  -3.8380  0.8383
H  2.9990  -2.6719  0.1067
H  2.7115  -2.6651  1.8812
H  2.3843  -0.3245  0.2229
H  1.7042  -0.3156  1.9023
O  -2.2260  -0.2496  2.1039
C  -1.6066  0.6524  2.5247
O  -1.1098  1.5078  3.1300

Atoms 1-6, force components in eV/Å:
C 0.63 -0.41 0.14
O -0.95 -0.02 -0.57
C 0.77 0.06 0.61
O -0.90 -0.31 -0.69
Ce 0.79 0.67 1.10
H 0.13 0.25 0.04

As for the total charge: +1. The value obtained for the LUMO energy (alpha / beta) is -0.163 / -0.168 Ha. For the molar mass, the calculation gives 245.19 g/mol. As for the energy above the lowest of the compared OMol25 structures with the same formula, charge and spin: 0.0000 eV. Its HOMO-LUMO gap (alpha / beta) is 5.921 / 9.047 eV. As for the multiplicity: 3.

[3]
A 7-piece molecular cluster, C23H45NO27S7 overall in a non-equilibrium geometry, computed with wB97M-V/def2-TZVPD.

Element x y z (Å)
C  0.7338  -1.2268  -0.3650
O  1.7103  -2.2551  -0.4753
C  1.3140  -3.2966  -1.3373
C  0.3991  -4.3303  -0.6504
C  -0.9222  -4.6127  -1.4252
C  -2.1263  -4.1580  -0.6081
C  -2.5988  -5.2755  0.4018
N  -2.7651  -4.7731  1.7400
O  -3.8349  -5.8149  -0.1136
C  -3.9433  -5.3510  -1.4173
O  -4.2887  -6.0298  -2.3298
C  -3.4678  -3.9242  -1.3440
C  -3.5200  -3.0400  -2.5761
C  -3.3269  -1.5666  -2.1646
C  -4.6220  -0.9610  -1.5819
S  -4.3071  0.2317  -0.2460
H  0.1287  -1.1484  -1.2724
H  1.2543  -0.2749  -0.2408
H  0.1026  -1.3752  0.5181
H  2.2214  -3.7938  -1.6882
H  0.8187  -2.9006  -2.2324
H  0.1218  -3.9159  0.3234
H  0.9197  -5.2695  -0.4595
H  -0.8955  -4.1238  -2.3999
H  -0.9908  -5.6952  -1.5607
H  -1.9604  -3.2564  -0.0175
H  -1.8987  -6.1178  0.3445
H  -3.6692  -5.0032  2.1263
H  -2.0200  -5.0613  2.3550
H  -4.0972  -3.5205  -0.5385
H  -2.6870  -3.3045  -3.2312
H  -4.4719  -3.1489  -3.0985
H  -2.5287  -1.4856  -1.4236
H  -3.0417  -0.9836  -3.0418
H  -5.1387  -0.3887  -2.3462
H  -5.2713  -1.7512  -1.2012
H  -3.6742  -0.6084  0.5867
O  7.3939  -0.5945  2.7231
S  6.0196  -0.7399  3.0510
O  5.5352  -0.3534  4.3320
O  5.5849  -2.2564  2.7692
C  4.4665  -2.2857  1.8592
C  4.6486  -1.0439  1.0172
O  5.1185  -0.0628  1.9454
H  3.5428  -2.2388  2.4378
H  4.4834  -3.1967  1.2687
H  3.7281  -0.7022  0.5539
H  5.4085  -1.1922  0.2470
O  3.7181  3.0830  0.0268
S  3.6801  3.0999  1.4415
O  3.6384  1.8836  2.1702
O  2.4742  4.0426  1.9109
C  2.9498  5.0814  2.7706
C  4.3747  5.3200  2.3135
O  4.8654  4.0082  2.0136
H  2.9144  4.7243  3.8020
H  2.3200  5.9610  2.6667
H  4.9950  5.7781  3.0787
H  4.4096  5.9209  1.4025
O  0.7902  2.3286  -1.5640
S  0.7808  3.7370  -1.3805
O  1.9615  4.4283  -1.0110
O  -0.3894  4.0934  -0.3435
C  -1.3013  5.0286  -0.9299
C  -1.2442  4.7228  -2.4118
O  0.1379  4.4357  -2.6617
H  -0.9530  6.0401  -0.7090
H  -2.2936  4.8852  -0.5104
H  -1.5615  5.5564  -3.0318
H  -1.8316  3.8391  -2.6593
O  -6.9389  1.1293  -2.1829
S  -8.2438  1.4703  -1.7391
O  -8.9112  2.6177  -2.2363
O  -8.2319  1.4971  -0.1450
C  -9.2098  0.5924  0.3835
C  -9.3094  -0.4977  -0.6644
O  -9.2084  0.2090  -1.9093
H  -10.1534  1.1289  0.4978
H  -8.8806  0.2215  1.3501
H  -10.2488  -1.0415  -0.6259
H  -8.4758  -1.1994  -0.5952
O  0.4116  1.3914  -5.9612
S  -0.2361  2.6481  -5.8631
O  -0.6835  3.1495  -4.6140
O  -1.4355  2.6769  -6.9237
C  -1.2878  3.7838  -7.8216
C  0.2095  4.0050  -7.8964
O  0.6600  3.7747  -6.5553
H  -1.8009  4.6480  -7.3953
H  -1.7281  3.5370  -8.7836
H  0.4758  5.0115  -8.2055
H  0.6920  3.2797  -8.5542
O  9.9817  0.0549  8.9437
S  8.6136  -0.0981  9.2897
O  8.1324  0.3071  10.5620
O  8.1977  -1.6166  9.0153
C  7.0844  -1.6755  8.1111
C  7.2326  -0.4390  7.2511
O  7.6940  0.5668  8.1708
H  6.1633  -1.6503  8.6965
H  7.1226  -2.5957  7.5351
H  6.3000  -0.1313  6.7891
H  7.9915  -0.5762  6.4792

Atoms 1-6, force components in eV/Å:
C 0.27 0.26 0.26
O 0.03 0.22 -0.30
C 0.11 -0.64 0.03
C -0.60 0.22 -0.17
C 0.29 0.05 0.60
C -1.07 -0.05 0.23

The value obtained for the LUMO energy is 0.009 Ha. For the molar mass, the calculation gives 992.06 g/mol. As for the energy above the lowest of the compared OMol25 structures with the same formula, charge and spin: 0.0000 eV. Its HOMO-LUMO gap is 9.254 eV.

[4]
A 2-piece molecular cluster, C4H9BrO2 overall in a non-equilibrium geometry, computed with wB97M-V/def2-TZVPD.

Element x y z (Å)
C  -2.0951  0.4404  -1.5753
C  -2.5716  -0.9481  -1.6236
O  -2.7826  -1.7027  -2.4886
Br  -3.1847  -1.5449  0.3254
H  -2.7763  0.9602  -0.8526
H  -1.9323  0.8915  -2.4625
H  -1.0834  0.3900  -1.1012
C  2.1103  -0.2982  1.8116
C  1.8932  0.7639  0.6656
O  0.7074  0.3569  -0.0792
H  1.0901  -0.5761  2.2250
H  2.8056  -1.1101  1.5735
H  2.6986  0.4120  2.5804
H  2.7062  0.8325  0.0114
H  1.6299  1.7329  1.1579
H  0.7847  -0.6000  -0.1678

Atoms 1-6, force components in eV/Å:
C 0.34 -0.98 4.44
C -1.20 -0.55 0.35
O 0.36 0.00 0.00
Br 0.48 0.25 -0.86
H 0.79 -0.12 -0.87
H -0.11 1.29 -3.18

The value obtained for the LUMO energy is 0.024 Ha. For the molar mass, the calculation gives 169.02 g/mol. As for the energy above the lowest of the compared OMol25 structures with the same formula, charge and spin: 1.3286 eV. Its HOMO-LUMO gap is 10.684 eV.

[5]
A 2-piece molecular cluster, C19H24Br2FNO5 overall in a non-equilibrium geometry, computed with wB97M-V/def2-TZVPD.

Element x y z (Å)
C  -4.9527  -1.2744  -0.0577
C  -3.9080  -1.0185  -0.6480
C  -2.4303  -0.8000  -1.1851
C  -1.6742  0.0694  -0.1096
C  -2.1649  1.5101  -0.0672
C  -3.2824  2.0606  -1.0504
C  -1.5874  2.4860  0.9112
C  -1.9901  3.9974  1.0530
O  -2.8148  4.2771  1.8948
O  -1.4470  5.0407  0.2796
C  -0.5205  1.9501  1.8098
F  0.0383  2.8115  2.7620
C  -0.0656  0.5203  1.6843
C  1.1112  0.1621  2.6974
C  2.5159  0.1999  1.9335
C  3.4313  1.4456  2.4072
C  4.0460  2.1147  1.0851
C  5.2582  1.2000  0.5766
N  -0.6276  -0.3977  0.7624
C  -0.1139  -1.8158  0.6785
Br  -1.5460  -3.1395  1.1433
C  0.5840  -2.1429  -0.7593
C  0.2253  -3.5952  -1.3020
Br  2.5728  -2.1885  -0.4376
H  -5.8161  -1.8699  0.3488
H  -2.0259  -1.8334  -1.3617
H  -2.5572  -0.2079  -2.1488
H  -4.2787  1.5949  -0.7426
H  -3.4340  3.1816  -0.9418
H  -3.0471  1.8224  -2.1287
H  -0.4911  5.1569  0.4780
H  0.9433  -0.8765  3.1320
H  1.1644  0.8868  3.5620
H  2.3410  0.3573  0.8232
H  3.1209  -0.7503  2.1034
H  2.8435  2.2107  3.0023
H  4.2743  1.0688  3.0585
H  3.2723  2.2315  0.2716
H  4.4418  3.1284  1.3892
H  6.0397  1.8979  0.1508
H  4.9652  0.4677  -0.2321
H  5.7300  0.6059  1.4241
H  0.6935  -2.0311  1.4289
H  0.4187  -1.3214  -1.5123
H  0.4428  -4.4169  -0.5469
H  0.9125  -3.8164  -2.1852
H  -0.8434  -3.6584  -1.6663
C  -2.0630  -3.2023  -4.4598
O  -3.0183  -3.0032  -5.2413
O  -1.1830  -4.1312  -4.9548
O  -1.8010  -2.7037  -3.3440
H  -1.7029  -4.2613  -5.7685

Atoms 1-6, force components in eV/Å:
C 0.91 -1.03 -0.82
C 0.52 -0.27 0.88
C -1.89 0.00 1.12
C -0.58 2.29 0.20
C 1.62 0.24 1.31
C -0.11 -0.39 0.80

The value obtained for the LUMO energy is -0.091 Ha. For the molar mass, the calculation gives 525.21 g/mol. Its HOMO-LUMO gap is 4.801 eV.